## A
Below is a cluster of 2 separate species, C2H7N in total, with properties calculated with the ωB97M-V functional and the def2-TZVPD basis.

- LUMO level: 1.071 eV
- SMILES: C=C.N
- HOMO energy: -9.9 eV
- Total charge: 0
- HOMO-LUMO gap: 11.015 eV

Positions of all 10 atoms, in Å:
C: -1.41 0.42 -0.76
C: -0.90 1.22 -1.70
H: -2.45 0.48 -0.48
H: -0.76 -0.19 -0.15
H: -1.41 2.15 -1.92
H: 0.15 1.17 -1.99
N: 1.68 -0.98 1.83
H: 2.45 -1.50 2.24
H: 1.79 -1.26 0.85
H: 0.85 -1.51 2.07


## B
Below is a structure of composition C2H7N, with properties calculated with the ωB97M-V functional and the def2-TZVPD basis.

- LUMO level: 1.057 eV
- HOMO energy: -9.5 eV
- Total charge: 0
- HOMO-LUMO gap: 10.559 eV

Positions of all 10 atoms, in Å:
C: 0.17 -1.13 -0.41
C: -0.62 0.15 -0.39
N: -1.29 0.79 0.53
H: 0.28 -1.74 0.47
H: 0.07 -1.63 -1.37
H: 0.69 -0.07 -0.33
H: 1.37 1.39 0.96
H: -1.10 0.47 -1.31
H: 1.94 1.59 0.53
H: -1.49 0.17 1.32


Which is most stable, and by how much? A, by 3.086 eV.